No. 1
{
  "formula": "C4H5NO",
  "method": "ωB97M-V with the def2-TZVPD basis set",
  "multiplicity": 1,
  "relative_energy_kcal_mol": 59.0,
  "smiles": "C=C=NCC=O",
  "elements": ["C", "C", "N", "C", "C", "O", "H", "H", "H", "H", "H"],
  "xyz": [[-1.57025, 0.67861, 0.49753], [-1.23284, -0.12300, -0.48169], [-0.55890, -0.76981, -1.28548], [0.86274, -0.49990, -0.88586], [0.98002, -0.18404, 0.60191], [1.61320, 0.74737, 1.02972], [-1.82618, 0.30052, 1.47919], [-1.45716, 1.74387, 0.33475], [1.51501, -1.35147, -1.11203], [1.18662, 0.38094, -1.44976], [0.48775, -0.92310, 1.27170]],
  "atomic_forces_ev_per_a": [[-0.4, 0.0, -0.1], [0.4, -0.1, 0.0], [-0.2, 0.4, 0.6], [0.2, 0.0, -0.1], [0.6, 0.0, 0.0], [-0.2, -0.4, 0.0], [-0.1, 0.0, -0.2], [-0.4, 0.0, 0.0], [-0.2, 0.1, -0.1], [0.1, -0.3, 0.0], [0.2, 0.1, -0.1]]
}

=====

No. 2
{
  "formula": "C2H2S",
  "method": "ωB97M-V with the def2-TZVPD basis set",
  "multiplicity": 1,
  "relative_energy_kcal_mol": 78.1,
  "elements": ["C", "C", "S", "H", "H"],
  "xyz": [[-0.21991, -0.64170, -1.11017], [0.34113, -0.65439, -0.08558], [1.09422, -0.22963, 2.12127], [-0.50589, -0.46886, -2.09384], [0.36180, 0.85060, 1.81161]],
  "atomic_forces_ev_per_a": [[-0.9, 0.3, -2.4], [3.0, 0.5, 7.5], [-1.6, -0.8, -4.6], [-0.6, -0.1, -1.0], [0.1, 0.2, 0.5]]
}

=====

No. 3
{
  "formula": "C23H21Cl2O6S",
  "method": "ωB97M-V with the def2-TZVPD basis set",
  "multiplicity": 1,
  "energy_ev": -72354.9172,
  "charge": -1,
  "smiles": "COc1ccc([C@H](c2cc(OC)c([O-])c(OC)c2)[C@@H](Cl)S(=O)(=O)c2ccc(Cl)cc2)cc1",
  "elements": ["C", "O", "C", "C", "C", "C", "C", "C", "C", "C", "O", "C", "C", "O", "C", "O", "C", "C", "C", "Cl", "S", "O", "O", "C", "C", "C", "C", "Cl", "C", "C", "C", "C", "H", "H", "H", "H", "H", "H", "H", "H", "H", "H", "H", "H", "H", "H", "H", "H", "H", "H", "H", "H", "H"],
  "xyz": [[5.81513, 2.66717, 1.27738], [4.75671, 2.79812, 2.25453], [3.58910, 2.15656, 1.99167], [2.54645, 2.28945, 2.93422], [1.31094, 1.71767, 2.69694], [1.07978, 0.96963, 1.51858], [-0.26578, 0.26996, 1.34151], [-0.19632, -1.27150, 1.30367], [-1.37451, -1.98343, 1.48579], [-1.45143, -3.34883, 1.24870], [-2.63215, -3.98650, 1.41268], [-2.96253, -5.16264, 0.64576], [-0.28712, -4.06765, 0.78840], [-0.37375, -5.28204, 0.44827], [0.96488, -3.33000, 0.76570], [2.11452, -3.94272, 0.41975], [2.17028, -4.99234, -0.58318], [0.98170, -1.98399, 1.11111], [-1.12856, 0.68863, 0.17519], [-2.85240, 0.66754, 0.49791], [-1.01939, 2.46571, -0.79929], [0.20082, 2.22365, -1.56194], [-1.06043, 3.61598, 0.06561], [-2.37035, 2.78245, -2.09983], [-1.97624, 2.83006, -3.42957], [-2.89012, 3.12282, -4.45314], [-4.22773, 3.39115, -4.13545], [-5.35216, 3.76782, -5.37849], [-4.64185, 3.32949, -2.80059], [-3.70140, 3.05570, -1.78997], [2.10196, 0.84803, 0.59702], [3.36370, 1.38914, 0.84146], [6.59329, 3.29553, 1.70013], [6.15899, 1.62385, 1.19784], [5.50011, 3.03857, 0.28975], [2.73786, 2.90024, 3.80809], [0.51375, 1.81596, 3.45055], [-0.83151, 0.59347, 2.21091], [-2.26721, -1.45744, 1.81797], [-4.02820, -5.27912, 0.85309], [-2.79606, -5.00065, -0.42760], [-2.39721, -6.02830, 0.99705], [3.18056, -5.38417, -0.47555], [1.40940, -5.75643, -0.40467], [2.04951, -4.54813, -1.57677], [1.95569, -1.51667, 1.17776], [-0.89306, 0.09165, -0.72668], [-0.94003, 2.66694, -3.70640], [-2.55433, 3.18248, -5.48452], [-5.68031, 3.53984, -2.55503], [-4.02943, 3.06195, -0.75863], [1.95350, 0.20942, -0.26817], [4.13293, 1.25591, 0.09049]],
  "atomic_forces_ev_per_a": [[-0.7, 0.1, 0.7], [0.7, -0.1, -0.5], [-1.0, -0.6, -0.4], [0.5, 0.2, -0.5], [-0.1, -0.4, -0.3], [-0.5, 0.3, 0.3], [0.6, 0.2, 1.3], [0.2, 0.7, 0.9], [-0.9, -0.4, -0.1], [1.6, 0.5, -0.7], [-0.9, -0.5, 0.3], [0.0, 0.5, 0.4], [0.1, 0.5, 0.1], [0.3, -0.7, 0.1], [-2.3, 0.2, 0.0], [1.3, -0.8, -0.1], [-0.2, 0.6, 0.7], [0.6, -0.3, -0.9], [-0.4, 1.2, -3.0], [-0.7, -0.3, 0.3], [1.7, -0.7, -0.2], [-0.8, 0.4, -0.1], [-0.5, -0.1, 0.3], [0.1, -0.5, 0.4], [0.0, 0.0, -0.5], [-0.2, 0.3, 0.5], [1.0, -0.6, 0.9], [-0.2, 0.1, -0.2], [0.6, 0.2, 0.1], [-0.4, 0.0, -0.2], [0.3, -0.3, 0.3], [-0.1, 0.5, 0.1], [0.2, -0.1, -0.3], [-0.1, 0.3, 0.0], [0.1, -0.1, 0.3], [-0.1, -0.1, 0.1], [0.4, 0.0, -0.5], [-0.2, -0.1, 0.3], [0.1, -0.2, -0.2], [-0.1, -0.1, -0.2], [0.0, -0.1, 0.3], [-0.2, 0.2, -0.3], [0.0, 0.0, -0.1], [0.2, 0.3, -0.1], [0.0, 0.0, 0.0], [0.0, 0.1, -0.2], [-0.4, 0.1, 0.5], [-0.1, -0.1, 0.2], [-0.1, -0.1, 0.2], [0.2, -0.1, 0.0], [0.0, -0.1, 0.0], [0.0, 0.3, 0.0], [0.0, 0.0, 0.1]]
}